# 1
A molecular structure, C20H22BN4PReS2Se2 at a distorted geometry, computed with the ωB97M-V functional and the def2-TZVPD basis.

Summary:
HOMO (alpha / beta) (eV): -13.84 / -14.01
Largest force on an atom (hartree/bohr): 0.02629
Net charge: +2
Orbital gap (alpha / beta) (eV): 5.9048 / 6.4540
Energy (a.u.): -7037.66254
Spin multiplicity: 2

The geometry in XYZ format:
```
53
C20H22BN4PReS2Se2 | OMol25 | the ωB97M-V functional and the def2-TZVPD basis
Re -0.008 -1.140 -0.090
Se 0.102 -0.973 2.365
P -0.001 1.273 2.095
Se -0.068 1.328 -0.146
C 1.512 1.989 2.786
C 1.738 1.775 4.145
C 2.941 2.173 4.696
C 3.907 2.771 3.896
C 3.661 3.011 2.552
C 2.461 2.614 1.986
C -1.532 1.969 2.771
C -1.717 3.342 2.627
C -2.897 3.910 3.076
C -3.874 3.112 3.654
C -3.680 1.745 3.792
C -2.508 1.162 3.343
H 0.981 1.289 4.746
H 3.136 1.998 5.743
H 4.861 3.042 4.324
H 4.412 3.492 1.942
H 2.263 2.785 0.936
H -0.947 3.948 2.170
H -3.059 4.972 2.970
H -4.799 3.554 3.992
H -4.444 1.130 4.243
H -2.345 0.097 3.444
C -4.428 -0.994 -2.723
N -3.242 -1.765 -2.980
C -2.936 -2.441 -4.120
C -1.730 -3.038 -3.920
N -1.285 -2.722 -2.668
B -0.003 -3.333 -2.028
N 1.277 -2.717 -2.666
C 1.723 -3.034 -3.918
C 2.929 -2.438 -4.116
N 3.235 -1.762 -2.975
C 4.421 -0.994 -2.717
C 2.225 -1.945 -2.102
S 2.316 -1.321 -0.503
C -2.234 -1.950 -2.104
S -2.329 -1.323 -0.509
H -5.023 -0.932 -3.630
H -4.156 0.011 -2.400
H -5.024 -1.460 -1.938
H -3.579 -2.444 -4.975
H -1.173 -3.682 -4.567
H -0.001 -4.499 -2.205
H -0.004 -3.081 -0.808
H 1.167 -3.677 -4.566
H 3.575 -2.443 -4.970
H 5.019 -0.936 -3.623
H 5.014 -1.460 -1.929
H 4.151 0.012 -2.396
```

# 2
C20H22BNO5 in the gas phase at a distorted geometry, computed with the ωB97M-V functional and the def2-TZVPD basis.

Summary:
HOMO (eV): -8.45
Energy above the lowest of the compared OMol25 structures with the same formula, charge and spin (kcal/mol): 8.8
SMILES: Cc1cccc2c(C[C@@H](NC(=O)[C@@H](CO)c3ccccc3)B(O)O)coc12
Largest force on an atom (hartree/bohr): 0.05313
Net charge: 0
Orbital gap (eV): 8.9178
Energy (a.u.): -1231.24554
Spin multiplicity: 1

The geometry in XYZ format:
```
49
C20H22BNO5 | OMol25 | the ωB97M-V functional and the def2-TZVPD basis
C 3.288 -1.890 -2.451
C 2.877 -1.743 -1.004
C 3.809 -1.556 -0.016
C 3.380 -1.394 1.299
C 2.068 -1.501 1.654
C 1.108 -1.813 0.694
C -0.297 -2.023 0.713
C -1.168 -1.797 1.893
C -1.115 -0.300 2.297
N -0.989 0.527 1.126
C -0.366 1.773 1.130
O 0.090 2.276 2.160
C -0.259 2.503 -0.239
C 1.215 2.715 -0.561
O 1.887 3.378 0.469
C -0.984 1.756 -1.313
C -0.540 0.519 -1.745
C -1.362 -0.309 -2.499
C -2.612 0.127 -2.855
C -3.026 1.423 -2.491
C -2.214 2.189 -1.689
B -2.413 0.206 3.039
O -2.388 1.533 3.310
O -3.531 -0.575 3.301
C -0.605 -2.306 -0.607
O 0.486 -2.223 -1.441
C 1.552 -1.930 -0.632
H 3.993 -1.102 -2.745
H 3.765 -2.868 -2.586
H 2.407 -1.773 -3.081
H 4.840 -1.449 -0.288
H 4.040 -1.062 2.101
H 1.781 -1.301 2.672
H -0.938 -2.520 2.674
H -2.196 -2.001 1.571
H -0.226 -0.105 2.877
H -1.548 0.241 0.310
H -0.729 3.488 -0.106
H 1.393 3.319 -1.426
H 1.737 1.760 -0.729
H 1.555 3.017 1.337
H 0.412 0.212 -1.423
H -0.956 -1.265 -2.748
H -3.231 -0.491 -3.470
H -3.996 1.808 -2.782
H -2.552 3.173 -1.413
H -1.556 1.926 2.973
H -4.262 -0.045 3.651
H -1.625 -2.527 -0.913
```

# 3
A gas-phase ion, C20H22BrF6INO10P2 (charge +1) at a distorted geometry, computed with the ωB97M-V functional and the def2-TZVPD basis.

Summary:
HOMO (eV): -12.21
SMILES: C[C@@H](O)Cc1c(C(=O)C(F)(F)C(F)(F)C(F)(F)C(=O)O)c(PP(=O)(O)O)c(C[C@@H](C)I)c(CC(=O)Br)[n+]1CC(=O)O
Largest force on an atom (hartree/bohr): 0.08155
Net charge: +1
Orbital gap (eV): 7.4521
Energy (a.u.): -5735.80315
Spin multiplicity: 1

The geometry in XYZ format:
```
63
C20H22BrF6INO10P2 | OMol25 | the ωB97M-V functional and the def2-TZVPD basis
C -0.204 -4.786 -1.752
C 0.521 -3.518 -1.101
O 1.931 -3.725 -1.368
C 0.044 -2.155 -1.763
C -0.500 -1.099 -0.748
C 0.196 0.195 -0.641
C 1.493 0.527 -1.479
O 1.435 1.445 -2.238
C 2.806 -0.366 -1.265
F 2.464 -1.253 -0.242
F 3.065 -1.004 -2.454
C 4.058 0.455 -0.739
F 3.785 1.764 -0.419
F 4.487 -0.143 0.441
C 5.316 0.452 -1.699
F 5.814 -0.808 -1.935
F 6.326 1.118 -0.997
C 5.120 1.294 -3.024
O 4.207 2.036 -3.220
O 6.115 1.188 -4.013
C -0.271 1.283 0.262
P 0.543 2.960 0.394
P -0.846 4.230 -0.768
O -1.568 3.370 -1.769
O 0.013 5.358 -1.646
O -1.866 5.103 0.206
C -1.469 0.954 1.093
C -2.000 2.049 2.083
C -0.972 2.409 3.253
C -1.694 2.854 4.591
I 0.334 0.710 3.727
C -2.090 -0.373 0.953
C -3.320 -0.649 1.891
C -4.612 -0.112 1.143
O -5.593 -0.787 1.164
Br -4.695 1.568 0.135
N -1.614 -1.328 0.052
C -2.315 -2.635 -0.004
C -1.828 -3.516 1.228
O -1.300 -3.053 2.194
O -2.059 -4.905 1.221
H -0.850 -4.517 -2.627
H -0.764 -5.382 -0.986
H 0.590 -5.477 -2.156
H 0.417 -3.545 0.016
H 2.434 -3.610 -0.546
H -0.840 -2.418 -2.421
H 0.809 -1.734 -2.468
H 6.609 2.030 -3.919
H 1.745 3.024 -0.363
H -0.530 5.583 -2.433
H -2.709 4.598 0.179
H -2.956 1.773 2.588
H -2.193 2.974 1.485
H -0.306 3.265 2.956
H -1.844 1.941 5.223
H -2.626 3.450 4.426
H -0.971 3.505 5.163
H -3.178 -0.172 2.901
H -3.494 -1.733 2.083
H -2.159 -3.165 -0.977
H -3.428 -2.525 0.120
H -3.014 -4.977 1.006
```

# 4
A molecular structure, C20H22BrIN8O3Os at a distorted geometry, computed with the ωB97M-V functional and the def2-TZVPD basis.

Summary:
HOMO (alpha / beta) (eV): -19.30 / -19.99
Largest force on an atom (hartree/bohr): 0.08515
Net charge: +4
Orbital gap (alpha / beta) (eV): 6.7465 / 4.9725
Energy (a.u.): -4399.64602
Spin multiplicity: 5

The geometry in XYZ format:
```
56
C20H22BrIN8O3Os | OMol25 | the ωB97M-V functional and the def2-TZVPD basis
Os -0.363 2.436 0.618
N -0.376 2.220 -1.449
N -1.719 2.227 -2.003
C -2.737 2.157 -1.166
N -4.034 2.098 -1.609
N -2.431 2.247 0.133
N -3.354 1.819 1.143
O -2.825 1.323 2.174
O -4.581 2.032 1.034
H 0.167 3.004 -1.813
H 0.069 1.262 -1.620
H -1.877 2.501 -2.929
H -4.237 1.608 -2.477
H -4.772 2.019 -0.922
C 1.274 -0.873 -5.659
C 1.364 -1.623 -4.362
C 0.284 -1.937 -3.559
C 0.434 -2.688 -2.405
C 1.691 -3.215 -2.118
N 1.896 -4.035 -0.966
C 1.091 -4.049 0.161
O 0.922 -5.044 0.828
N 0.661 -2.800 0.628
C 1.206 -1.524 0.494
C 2.588 -1.289 0.267
C 2.967 0.024 -0.085
C 2.096 1.057 0.232
N 0.798 0.797 0.536
C 0.328 -0.468 0.576
C 2.762 -2.986 -2.975
C 2.607 -2.200 -4.104
H 1.992 -0.042 -5.625
H 0.245 -0.387 -5.743
H 1.398 -1.418 -6.571
H -0.738 -1.632 -3.856
H -0.430 -2.930 -1.778
H 2.125 -5.032 -1.189
H 0.103 -2.946 1.451
H 3.302 -2.126 0.207
H 3.883 0.338 -0.533
H 2.339 2.120 0.303
H -0.757 -0.601 0.773
H 3.726 -3.452 -2.798
H 3.437 -2.069 -4.786
Br -0.945 5.196 5.717
C -1.192 3.276 5.465
C -1.370 2.484 6.604
C -1.195 1.105 6.498
C -0.979 0.499 5.240
C -0.855 1.298 4.114
C -1.015 2.689 4.228
I -0.456 4.028 2.531
H -1.777 2.902 7.524
H -1.295 0.343 7.332
H -0.832 -0.601 5.175
H -0.611 0.858 3.116
```

# 5
C20H22Cl2N2O4 in the gas phase, computed with the ωB97M-V functional and the def2-TZVPD basis.

Summary:
HOMO (eV): -8.23
Energy above the lowest of the compared OMol25 structures with the same formula, charge and spin (kcal/mol): 83.9
SMILES: COc1cc(C(=O)N2CCN(c3cc(Cl)ccc3Cl)CC2)cc(OC)c1OC
Largest force on an atom (hartree/bohr): 0.01326
Net charge: 0
Orbital gap (eV): 8.8395
Energy (a.u.): -2106.14322
Spin multiplicity: 1

The geometry in XYZ format:
```
50
C20H22Cl2N2O4 | OMol25 | the ωB97M-V functional and the def2-TZVPD basis
C -4.012 -2.665 -0.409
O -3.950 -1.275 -0.617
C -2.857 -0.593 -0.166
C -1.800 -1.190 0.501
C -0.715 -0.419 0.906
C 0.398 -1.047 1.686
O 0.550 -0.847 2.876
N 1.213 -1.873 0.984
C 1.167 -2.047 -0.450
C 2.606 -2.035 -1.015
N 3.471 -1.238 -0.171
C 3.307 0.147 -0.205
C 2.931 0.896 0.913
C 2.819 2.273 0.845
Cl 2.343 3.144 2.259
C 3.059 2.958 -0.334
C 3.447 2.235 -1.447
C 3.586 0.861 -1.381
Cl 4.186 0.052 -2.791
C 3.662 -1.900 1.105
C 2.339 -2.499 1.640
C -0.691 0.932 0.644
C -1.742 1.555 -0.036
O -1.539 2.879 -0.243
C -2.525 3.703 -0.825
C -2.844 0.792 -0.439
O -3.882 1.371 -1.147
C -5.155 1.332 -0.532
H -4.016 -2.913 0.657
H -4.952 -2.985 -0.857
H -3.183 -3.182 -0.903
H -1.806 -2.245 0.720
H 0.588 -1.229 -0.882
H 0.675 -2.996 -0.704
H 3.021 -3.047 -1.039
H 2.594 -1.648 -2.032
H 2.695 0.408 1.845
H 2.954 4.029 -0.380
H 3.664 2.743 -2.374
H 4.386 -2.707 0.943
H 4.101 -1.199 1.812
H 2.230 -2.326 2.712
H 2.300 -3.577 1.448
H 0.136 1.546 0.959
H -3.425 3.756 -0.206
H -2.069 4.692 -0.876
H -2.794 3.367 -1.828
H -5.806 1.928 -1.169
H -5.542 0.313 -0.465
H -5.122 1.772 0.471
```

# 6
C20H22ClN3O in the gas phase at a distorted geometry, computed with the ωB97M-V functional and the def2-TZVPD basis.

Summary:
HOMO (eV): -8.29
Energy above the lowest of the compared OMol25 structures with the same formula, charge and spin (kcal/mol): 27.2
SMILES: CC(C)(CCO)c1cccn2c(C3(c4ccc(Cl)cc4)CC3)nnc12
Largest force on an atom (hartree/bohr): 0.07134
Net charge: 0
Orbital gap (eV): 8.7153
Energy (a.u.): -1474.96701
Spin multiplicity: 1

The geometry in XYZ format:
```
47
C20H22ClN3O | OMol25 | the ωB97M-V functional and the def2-TZVPD basis
C 3.866 -2.111 1.548
C 2.526 -2.283 0.813
C 2.852 -3.146 -0.437
C 1.597 -3.107 1.699
C 1.143 -2.415 2.951
O 0.221 -3.300 3.554
C 1.874 -0.945 0.458
C 2.386 0.258 0.908
C 1.776 1.571 0.631
C 0.625 1.553 -0.208
N 0.105 0.339 -0.669
C -0.998 0.098 -1.450
C -1.842 1.120 -2.163
C -2.495 2.130 -1.220
C -3.255 1.678 -0.121
C -3.816 2.592 0.706
C -3.650 3.973 0.521
Cl -4.402 5.087 1.552
C -2.856 4.426 -0.549
C -2.278 3.505 -1.401
C -1.475 1.386 -3.626
C -2.740 0.607 -3.289
N -1.144 -1.209 -1.525
N -0.132 -1.836 -0.832
C 0.640 -0.878 -0.339
H 3.778 -1.573 2.499
H 4.321 -3.105 1.716
H 4.617 -1.577 0.938
H 3.367 -4.070 -0.157
H 1.949 -3.467 -0.957
H 3.507 -2.554 -1.081
H 0.718 -3.416 1.126
H 2.046 -4.089 1.937
H 1.991 -2.195 3.632
H 0.631 -1.486 2.708
H -0.182 -2.939 4.352
H 3.314 0.248 1.429
H 2.180 2.481 1.098
H 0.145 2.483 -0.414
H -3.449 0.615 0.043
H -4.459 2.312 1.547
H -2.736 5.505 -0.762
H -1.639 3.843 -2.207
H -1.582 2.417 -3.980
H -0.657 0.787 -4.019
H -3.667 1.122 -3.505
H -2.722 -0.434 -3.454
```

# 7
C20H22ClN3S in the gas phase at a distorted geometry, computed with the ωB97M-V functional and the def2-TZVPD basis.

Summary:
HOMO (eV): -8.54
Energy above the lowest of the compared OMol25 structures with the same formula, charge and spin (kcal/mol): 31.9
SMILES: CC1(C)Cc2ccc(-c3cncc(Cl)c3)cc2[C@]2(CCSC(N)=N2)C1
Largest force on an atom (hartree/bohr): 0.09252
Net charge: 0
Orbital gap (eV): 9.0193
Energy (a.u.): -1797.92447
Spin multiplicity: 1

The geometry in XYZ format:
```
47
C20H22ClN3S | OMol25 | the ωB97M-V functional and the def2-TZVPD basis
C -2.578 -0.092 1.772
C -2.742 1.121 0.779
C -4.137 1.742 0.882
C -1.766 2.190 1.092
C -0.348 1.786 0.747
C 0.757 2.272 1.510
C 1.992 1.690 1.340
C 2.265 0.679 0.366
C 3.651 0.046 0.343
C 4.823 0.702 0.619
N 5.995 0.115 0.674
C 6.101 -1.254 0.520
C 4.963 -1.970 0.251
Cl 5.072 -3.667 -0.080
C 3.723 -1.303 0.150
C 1.196 0.301 -0.446
C -0.080 0.848 -0.253
C -1.160 0.059 -0.960
C -0.966 0.117 -2.530
C -0.983 -1.279 -3.134
S -2.261 -2.445 -2.439
C -1.496 -2.332 -0.866
N -1.202 -3.391 -0.123
N -1.057 -1.229 -0.295
C -2.591 0.619 -0.694
H -2.928 0.191 2.793
H -1.493 -0.355 1.885
H -3.086 -0.975 1.302
H -4.153 2.719 0.333
H -4.467 1.928 1.970
H -4.854 0.942 0.459
H -2.082 3.064 0.418
H -1.780 2.555 2.115
H 0.632 3.013 2.353
H 2.883 1.996 1.949
H 4.795 1.820 0.832
H 7.043 -1.863 0.678
H 2.802 -1.847 -0.016
H 1.390 -0.568 -1.173
H -1.634 0.835 -3.003
H 0.062 0.528 -2.734
H -1.294 -1.198 -4.271
H -0.046 -1.823 -3.048
H -0.920 -3.265 0.830
H -1.760 -4.225 -0.383
H -2.941 1.359 -1.407
H -3.342 -0.156 -1.103
```

# 8
A molecular structure, C20H22CrN2O3PS7, computed with the ωB97M-V functional and the def2-TZVPD basis.

Summary:
HOMO (alpha / beta) (eV): -1.57 / -1.59
Energy above the lowest of the compared OMol25 structures with the same formula, charge and spin (kcal/mol): 0.0
Largest force on an atom (hartree/bohr): 0.00742
Net charge: -2
Orbital gap (alpha / beta) (eV): 5.9849 / 6.0083
Energy (a.u.): -5283.91155
Spin multiplicity: 2

The geometry in XYZ format:
```
56
C20H22CrN2O3PS7 | OMol25 | the ωB97M-V functional and the def2-TZVPD basis
Cr 0.848 0.196 -0.247
S 2.898 -0.499 0.571
S 3.031 -2.572 0.424
S 1.110 -3.148 0.832
S 0.059 -1.940 -0.504
S -1.147 0.768 -1.373
C -0.538 1.874 -2.555
C -1.404 2.688 -3.291
C -0.945 3.542 -4.286
C -1.873 4.354 -5.001
N -2.636 5.004 -5.568
C 0.435 3.595 -4.573
C 1.304 2.783 -3.849
C 0.846 1.923 -2.854
S 1.990 0.914 -2.008
C 0.946 4.455 -5.586
N 1.376 5.143 -6.404
H -2.464 2.648 -3.074
H 2.364 2.815 -4.067
C -1.725 2.463 4.766
C -2.771 1.527 4.188
O -2.173 0.331 3.714
P -1.831 0.286 2.069
O -2.716 -0.965 1.565
C -2.517 -2.320 1.982
C -3.568 -2.710 3.003
O -0.388 -0.460 2.176
C 0.541 -0.211 3.245
C 0.433 -1.295 4.298
H -2.195 3.344 5.211
H -1.044 2.792 3.979
H -1.143 1.952 5.534
H -3.307 2.027 3.373
H -3.507 1.241 4.946
H -1.509 -2.445 2.377
H -2.584 -2.928 1.079
H -3.458 -2.112 3.909
H -3.464 -3.766 3.264
H -4.570 -2.550 2.601
H 0.383 0.787 3.658
H 1.524 -0.237 2.776
H -0.562 -1.314 4.744
H 1.171 -1.119 5.085
H 0.646 -2.263 3.840
S 0.847 2.241 0.890
C 2.542 2.612 1.232
C 3.165 2.184 2.404
C 4.483 2.526 2.675
C 5.204 3.301 1.780
C 4.594 3.731 0.608
C 3.278 3.391 0.337
H 2.610 1.564 3.097
H 4.950 2.169 3.586
H 6.236 3.560 1.988
H 5.148 4.329 -0.107
H 2.804 3.711 -0.581
```

# 9
C20H22FN5O3S in the gas phase at a distorted geometry, computed with the ωB97M-V functional and the def2-TZVPD basis.

Summary:
HOMO (eV): -9.35
Energy above the lowest of the compared OMol25 structures with the same formula, charge and spin (kcal/mol): 0.0
SMILES: Cc1cc(S(=O)(=O)N(Cc2ccc(F)cc2)C[C@H]2CCCO2)ccc1-n1cnnn1
Largest force on an atom (hartree/bohr): 0.03134
Net charge: 0
Orbital gap (eV): 9.3287
Energy (a.u.): -1772.82455
Spin multiplicity: 1

The geometry in XYZ format:
```
52
C20H22FN5O3S | OMol25 | the ωB97M-V functional and the def2-TZVPD basis
C -0.860 -2.499 2.649
C -1.704 -1.523 1.898
C -1.329 -1.103 0.627
C -2.096 -0.202 -0.081
S -1.599 0.259 -1.747
O -2.178 1.543 -2.030
O -1.903 -0.836 -2.620
N 0.045 0.349 -1.577
C 0.912 -0.368 -2.499
C 1.769 -1.329 -1.720
C 1.267 -2.576 -1.364
C 2.010 -3.440 -0.579
C 3.264 -3.038 -0.156
F 3.994 -3.873 0.614
C 3.793 -1.808 -0.501
C 3.035 -0.956 -1.285
C 0.529 1.546 -0.941
C 0.802 2.700 -1.927
C 0.922 4.061 -1.222
C 2.432 4.234 -1.076
C 2.926 3.561 -2.352
O 2.044 2.479 -2.591
C -3.262 0.316 0.447
C -3.660 -0.085 1.709
C -2.892 -1.000 2.425
N -3.342 -1.389 3.695
C -4.617 -1.539 4.142
N -4.575 -1.887 5.398
N -3.289 -1.941 5.725
N -2.549 -1.659 4.744
H -1.459 -3.331 3.018
H -0.411 -2.021 3.518
H -0.072 -2.886 2.009
H -0.422 -1.479 0.181
H 1.525 0.340 -3.062
H 0.251 -0.908 -3.179
H 0.289 -2.871 -1.716
H 1.637 -4.413 -0.300
H 4.779 -1.534 -0.159
H 3.430 0.006 -1.573
H -0.249 1.850 -0.237
H 1.443 1.307 -0.389
H -0.007 2.697 -2.667
H 0.514 4.845 -1.860
H 0.396 4.077 -0.271
H 2.795 3.699 -0.198
H 2.738 5.275 -1.011
H 2.886 4.261 -3.199
H 3.939 3.161 -2.276
H -3.831 1.027 -0.128
H -4.560 0.320 2.148
H -5.497 -1.419 3.549
```